(1)
Below is the molecule C3H4N2O2, with properties calculated with the ωB97M-V functional and the def2-TZVPD basis.

Results
HOMO (eV): -8.0
Frontier orbital gap (Ha): 0.3222
Energy above the lowest of the compared OMol25 structures with the same formula, charge and spin (kcal/mol): 28.7
Total energy (eV): -10251.020

The geometry in XYZ format:
```
11
Properties=species:S:1:pos:R:3:forces:R:3:lowdin_charge:R:1
O 2.32328 0.68073 -0.27161 0.0143 0.0918 0.0100 0.0615
C 1.08054 0.16308 -0.36149 -0.0235 -0.2400 -0.0257 -0.4232
C 0.69202 -1.13396 -0.50660 0.1710 0.1085 0.0197 -0.0326
N -0.71530 -1.06600 -0.53985 -0.0996 0.1829 0.0146 0.1159
C -1.03063 0.23481 -0.41476 0.1798 -0.0590 0.0004 -0.4837
O -2.28274 0.70864 -0.40120 0.0506 0.0518 0.0095 0.1007
N 0.01165 1.01327 -0.30486 -0.0452 -0.1579 -0.0162 0.1650
H 2.18113 1.63451 -0.17415 0.2020 -0.1829 -0.0154 0.1089
H 1.23838 -2.05880 -0.58606 -0.0947 0.1318 0.0109 0.1075
H -1.35470 -1.83917 -0.63445 0.0773 0.2161 0.0214 0.1577
H -2.12577 1.66230 -0.29560 -0.4320 -0.1430 -0.0292 0.1223
```
Forces are in eV/Å.

---

(2)
Below is C40H36Cl5N2O3P2PbTe as an isolated structure, with properties calculated with the ωB97M-V functional and the def2-TZVPD basis.

Results
Total charge: +1
HOMO (eV): -10.3
Frontier orbital gap (Ha): 0.2631
Energy above the lowest of the compared OMol25 structures with the same formula, charge and spin (kcal/mol): 7.3
Total energy (eV): -144913.832

The geometry in XYZ format:
```
90
Properties=species:S:1:pos:R:3:forces:R:3:lowdin_charge:R:1
Pb -0.85794 1.41970 -0.03772 -0.2296 -0.2679 0.1472 1.1957
C 0.85872 -0.56039 -2.49397 -0.0276 -0.0323 -0.0232 -0.2629
P -0.69655 0.39672 -2.73137 0.0713 0.1657 -0.1625 0.9994
C -1.95849 -0.84903 -3.07717 -0.0692 -0.1658 0.0943 -0.3671
C -2.92139 -1.11478 -2.10542 -0.0041 -0.0133 -0.0774 -0.0934
C -3.87294 -2.10524 -2.30701 0.0251 0.0232 0.0237 -0.0614
C -3.86676 -2.83111 -3.48729 -0.0157 -0.0169 -0.0043 -0.0598
C -2.91506 -2.56957 -4.46570 0.0260 0.0262 -0.0101 -0.0648
C -1.96255 -1.58450 -4.26274 0.0087 -0.0101 -0.0047 -0.0809
C -0.45819 1.26742 -4.31537 0.2545 -0.0186 0.0345 -0.3582
C 0.81363 1.58377 -4.80454 -0.0943 -0.0685 0.0621 -0.0912
C 0.95729 2.31148 -5.97503 -0.0783 0.0205 -0.0876 -0.0756
C -0.16470 2.72914 -6.68095 0.1255 -0.0459 0.0530 -0.0668
C -1.42776 2.40512 -6.21226 -0.0715 0.0135 0.0643 -0.0679
C -1.57460 1.68425 -5.03559 -0.1161 0.0418 0.0323 -0.0921
C 0.77542 -1.29732 -1.19288 -0.3316 -0.1986 0.0599 -0.5229
C 1.32045 -2.52743 -0.84468 0.1698 0.1119 -0.1385 -0.0869
C 0.80722 -2.84656 0.44151 0.0653 0.1077 0.1158 -0.1009
C 0.01483 -1.78785 0.82497 0.0833 0.0968 0.2507 -0.4540
C -0.73804 -1.59507 2.11051 -0.0057 0.0298 -0.1557 -0.2897
P -2.43069 -0.89808 1.82050 0.0132 0.1200 0.0284 1.0003
C -2.95326 -0.55466 3.53245 0.0148 0.0022 0.0306 -0.3877
C -2.92215 0.76772 3.97048 -0.0174 -0.0296 0.0149 -0.1058
C -3.25247 1.08349 5.28204 0.0061 -0.0024 -0.0180 -0.0802
C -3.62403 0.07889 6.16212 0.0042 -0.0256 -0.0216 -0.0769
C -3.66320 -1.24259 5.73223 -0.0040 0.0340 0.0150 -0.0720
C -3.32885 -1.55770 4.42531 0.0075 -0.0174 -0.0161 -0.0842
C -3.43692 -2.33888 1.35182 0.0842 -0.0475 -0.0675 -0.3961
C -2.87684 -3.52655 0.88879 0.0014 -0.0345 -0.0103 -0.0808
C -3.69139 -4.56591 0.45778 -0.0592 0.0011 -0.0179 -0.0738
C -5.07126 -4.42704 0.47744 0.0480 0.0080 0.0115 -0.0847
C -5.63739 -3.23948 0.92647 0.0106 -0.0021 0.0472 -0.0853
C -4.82594 -2.20139 1.35693 -0.0454 -0.0317 -0.0386 -0.1095
N 0.00177 -0.83188 -0.16438 -0.0013 0.1473 -0.2594 -0.1383
H 1.70394 0.13660 -2.52803 -0.0645 0.0493 0.0595 0.0549
H 0.97286 -1.26588 -3.31936 0.0672 0.0127 -0.0221 0.1071
H -2.93723 -0.55419 -1.17729 0.0223 0.0142 0.0287 0.0564
H -4.60946 -2.30746 -1.53949 0.0132 -0.0036 -0.0135 0.0940
H -4.60821 -3.60249 -3.65060 -0.0002 -0.0002 0.0034 0.1105
H -2.91738 -3.13397 -5.38871 0.0052 -0.0027 -0.0030 0.1094
H -1.22677 -1.37848 -5.03169 -0.0006 0.0001 0.0003 0.1131
H 1.70751 1.27218 -4.28075 -0.0151 -0.0236 0.0227 0.0961
H 1.94892 2.54890 -6.33906 0.0059 0.0118 0.0005 0.1116
H -0.05228 3.29759 -7.59454 0.0078 0.0037 0.0051 0.1125
H -2.30534 2.71936 -6.76124 -0.0156 -0.0054 0.0090 0.1115
H -2.56834 1.43383 -4.68155 -0.0012 0.0238 -0.0084 0.1131
H 1.93101 -3.14990 -1.48242 -0.0472 -0.0308 -0.0048 0.1075
H 0.99585 -3.73889 1.01896 -0.0072 -0.0294 -0.0213 0.1143
H -0.24986 -0.85075 2.75162 -0.0034 0.0048 -0.0423 0.0713
H -0.78413 -2.52519 2.68084 -0.0089 -0.0381 -0.0378 0.1007
H -2.64500 1.55590 3.27908 0.0021 0.0078 -0.0004 0.0904
H -3.23045 2.11372 5.61200 0.0002 0.0060 0.0005 0.1052
H -3.89040 0.32417 7.18162 -0.0010 -0.0025 0.0063 0.1070
H -3.95743 -2.02661 6.41750 -0.0026 -0.0024 0.0011 0.1077
H -3.36910 -2.58814 4.09233 -0.0043 -0.0109 -0.0038 0.1096
H -1.80186 -3.64930 0.84164 -0.0405 0.0190 0.0181 0.0892
H -3.24174 -5.48412 0.10283 -0.0076 -0.0079 -0.0014 0.1082
H -5.70580 -5.23815 0.14562 0.0020 -0.0052 -0.0056 0.1067
H -6.71322 -3.12431 0.94488 -0.0056 0.0044 0.0025 0.1085
H -5.27817 -1.27961 1.70511 0.0047 0.0163 0.0166 0.1110
N 0.79211 4.00428 1.80614 0.0283 -0.0533 -0.0674 0.0340
C 1.91921 3.39303 2.49726 0.0887 -0.0041 0.0725 -0.1556
C 2.06308 1.97085 2.01159 -0.4521 -0.0465 0.0324 -0.6101
O 1.11533 1.19135 1.96640 0.1869 0.0964 -0.0258 -0.1240
O 3.25328 1.57509 1.59863 0.0352 -0.0652 -0.1483 -0.2529
H 1.01398 4.15692 0.82898 0.0097 0.0339 0.0133 0.0602
H 0.56443 4.89661 2.22355 -0.0110 0.0002 0.0197 0.0877
H 1.66912 3.32686 3.55868 0.0704 -0.0105 0.0181 0.1391
H 2.88104 3.90327 2.40513 -0.0234 0.0229 -0.0798 0.1272
Cl 2.20133 5.83618 -5.37809 0.0155 0.0153 -0.0163 0.7067
C 1.87428 4.84815 -4.01466 0.0719 -0.1024 0.0382 -0.7318
C 0.59789 4.79912 -3.46617 -0.0806 -0.0631 0.0819 -0.7032
Cl -0.65541 5.75152 -4.14855 -0.0041 0.0054 -0.0056 0.7217
C 0.32730 3.96903 -2.38027 -0.0659 0.0479 -0.1270 -0.5857
Cl -1.29798 3.93265 -1.75137 0.2765 0.1210 -0.0341 0.6577
C 1.31068 3.14136 -1.80104 -0.1009 0.1700 -0.0574 -0.5052
O 1.10104 2.34341 -0.78872 0.1037 -0.1100 0.1868 -0.4008
C 2.59246 3.23708 -2.37330 0.0556 -0.0375 -0.0665 -0.5914
Cl 3.84242 2.24718 -1.69662 0.0502 0.0007 -0.0125 0.7277
C 2.87657 4.05313 -3.45751 -0.0619 0.1010 -0.0423 -0.7105
Cl 4.45391 4.07469 -4.13353 0.0169 -0.0140 -0.0014 0.7159
C 4.96391 -0.47232 0.24883 -0.0615 0.1190 -0.0266 -0.2944
Te 2.89559 -0.11909 0.52927 0.0727 -0.4044 0.3229 1.9182
C 2.98959 -1.33132 2.25921 0.0553 0.0923 -0.0047 -0.2468
H 5.49385 -0.16166 1.14623 0.0269 0.0378 -0.0275 0.0374
H 5.32697 0.04751 -0.63244 0.0198 0.0589 0.0349 -0.0019
H 5.07364 -1.54751 0.10808 -0.0412 -0.0032 0.0028 0.0322
H 3.44969 -2.27409 1.97342 -0.0024 0.0038 -0.0197 0.0393
H 2.00198 -1.50236 2.66788 -0.0527 0.0982 -0.0546 0.0153
H 3.62395 -0.78557 2.95714 0.0197 -0.0423 0.0117 0.0433
```
Forces are in eV/Å.

---

(3)
Below is the molecule C4H6N2 in a non-equilibrium geometry, with properties calculated with the ωB97M-V functional and the def2-TZVPD basis.

Results
HOMO (eV): -8.7
Frontier orbital gap (Ha): 0.3497
Energy above the lowest of the compared OMol25 structures with the same formula, charge and spin (kcal/mol): 69.4
Total energy (eV): -7222.580

The geometry in XYZ format:
```
12
Properties=species:S:1:pos:R:3:forces:R:3:lowdin_charge:R:1
C 0.92272 -1.06853 0.94387 0.3936 -0.1930 -1.1251 -0.0527
N -0.06086 -0.19120 0.36255 -0.4626 -0.0071 -0.7604 -0.1634
C -0.52628 1.07940 0.44984 0.3974 0.5567 -0.2767 -0.0678
C -0.80404 1.43412 -0.85772 -0.0256 0.7793 0.2561 -0.1604
N -0.56303 0.42400 -1.73328 -0.8661 -0.0018 0.1726 0.0722
C -0.19283 -0.56242 -0.96142 -1.5093 0.6151 -0.3684 -0.2775
H 1.00275 -1.55004 -0.20717 0.6454 -1.4800 3.8287 0.1396
H 1.92854 -0.65790 0.94703 0.0030 0.6313 0.2323 0.0713
H 0.66480 -1.35291 1.99982 0.1716 -0.7477 -1.3445 0.0967
H -0.57951 1.63570 1.37364 0.1676 0.0077 -0.1530 0.1108
H -1.19231 2.36802 -1.22238 0.0245 0.2135 0.1223 0.0909
H -0.59994 -1.55825 -1.09478 1.0604 -0.3740 -0.5840 0.1404
```
Forces are in eV/Å.

---

(4)
Below is an isolated ion of composition C24H25N2 and charge +1 in a non-equilibrium geometry, with properties calculated with the ωB97M-V functional and the def2-TZVPD basis.

Results
Total charge: +1
HOMO (eV): -10.5
Frontier orbital gap (Ha): 0.2759
Energy above the lowest of the compared OMol25 structures with the same formula, charge and spin (kcal/mol): 43.0
Total energy (eV): -28266.272

The geometry in XYZ format:
```
51
Properties=species:S:1:pos:R:3:forces:R:3:lowdin_charge:R:1
C 4.06953 4.38152 3.32953 0.0517 0.7910 -0.0809 -0.0431
C 3.10834 3.44488 2.63844 -0.3709 -0.4958 -0.3845 -0.2367
C 3.50586 2.67232 1.52405 -0.1985 -0.7220 0.1698 -0.0076
C 2.71644 1.60420 1.06337 0.1424 0.2620 0.4669 -0.0110
C 1.53506 1.30583 1.72419 -0.3155 0.8434 -0.9375 -0.2708
N 0.91321 -0.00334 1.40865 1.3121 -2.0183 1.8003 0.1350
C -0.49675 -0.42809 0.37895 -0.7371 2.4957 1.4281 -0.0171
C -0.66058 0.87858 -0.34800 -0.5953 1.0181 -0.2145 -0.2166
C -0.58937 1.04225 -1.74853 -0.6012 0.2703 -0.1091 -0.0200
C -1.07373 2.22431 -2.36208 0.0388 -0.3503 0.0134 -0.0563
C -1.49335 3.31054 -1.59641 0.2208 -0.0756 0.4814 -0.0637
C -1.37625 3.22496 -0.20143 -0.1972 -0.1449 0.2495 -0.0539
C -0.99915 2.02302 0.40154 -0.5575 -0.1269 0.0816 -0.0540
C -0.68904 -1.59617 -0.48667 1.9209 -2.3848 -0.1119 -0.1114
C 0.02298 -2.81576 -0.50867 -1.4596 1.2222 -0.2963 -0.2242
C 1.28473 -3.18304 0.13954 1.0485 0.1202 0.8184 -0.0127
N -0.63420 -3.72065 -1.27925 -0.6532 -0.3681 -0.4524 -0.0471
C -0.32768 -5.15745 -1.33766 0.1793 0.0540 0.0260 0.0061
C -1.78714 -3.12724 -1.80324 0.1414 -0.1480 0.7784 -0.1544
C -2.81879 -3.72254 -2.51871 -0.3852 0.1614 -0.5384 -0.0074
C -3.92082 -2.93792 -2.89406 0.7705 -0.6689 0.0570 -0.0691
C -3.96912 -1.60860 -2.46541 -0.1563 0.3993 0.0786 -0.0807
C -2.96742 -1.04266 -1.68135 -0.4782 0.3036 0.0110 -0.0250
C -1.84931 -1.79438 -1.33422 0.1149 -0.4513 -0.0134 -0.1269
C 0.98274 2.21013 2.63391 0.2802 0.4145 0.2683 -0.0337
C 1.76154 3.31147 3.05827 0.3287 -1.0444 0.1592 0.0002
H 3.64894 4.84384 4.22369 -0.3309 -0.0071 -0.1982 0.0794
H 5.03031 3.99285 3.68500 -0.3099 -0.6576 -0.4040 0.0903
H 4.34509 5.18534 2.64154 -0.0732 0.0835 0.0531 0.0895
H 4.48367 2.77897 1.05581 -0.1634 0.2578 0.2664 0.1237
H 3.01225 0.93186 0.25128 0.2620 0.4247 0.2495 0.1274
H 0.62499 -0.30059 2.37284 -0.0939 -0.0715 -1.1998 0.1699
H 1.74996 -0.61793 1.26682 -1.0314 0.4384 -0.3101 0.1380
H -1.09619 -0.52413 1.35104 0.2194 0.4014 -1.7410 0.1692
H -0.28752 0.22712 -2.40356 -0.0992 0.0374 0.2747 0.1220
H -1.21376 2.27289 -3.45602 0.4127 -0.1574 0.6923 0.1197
H -1.91542 4.21717 -2.05295 0.3090 -0.5354 0.1578 0.1181
H -1.66651 4.06130 0.44714 0.1288 -0.3268 -0.4048 0.1158
H -1.04933 1.92949 1.49911 -0.2790 0.1514 -1.0127 0.0896
H 1.93332 -2.28043 0.14572 -0.0852 -0.8112 0.0164 0.0770
H 1.10503 -3.49625 1.18977 0.2255 0.0803 -0.4655 0.1070
H 1.81724 -4.01241 -0.37360 -0.3108 0.7026 0.3296 0.0931
H -1.03496 -5.66555 -2.01631 0.4669 0.3736 0.3708 0.0881
H 0.70105 -5.30154 -1.71007 -0.5109 -0.0614 0.0535 0.0944
H -0.40636 -5.62016 -0.33236 -0.0276 0.2834 -0.5502 0.1097
H -2.72937 -4.77241 -2.78617 -0.2427 0.2177 -0.1203 0.1020
H -4.71391 -3.36221 -3.53076 0.4620 0.2640 0.5309 0.1155
H -4.83683 -1.00799 -2.73904 0.2625 -0.0778 0.1058 0.1084
H -3.06129 -0.02549 -1.30549 -0.1176 -0.1671 -0.2213 0.1127
H -0.04884 2.08313 3.00310 0.8989 0.0242 0.1372 0.1178
H 1.36071 3.96696 3.83868 0.1836 -0.2231 -0.3591 0.1237
```
Forces are in eV/Å.